1.
Formula: C17H32F3N2O3
Source: the OMol25 dataset
Level of theory: ωB97M-V with the def2-TZVPD basis set

Output
Charge: +1
E_HOMO (eV): -11.318
Relative energy (zero: lowest compared OMol25 entry of this formula, charge and spin) (kcal per mole): 197.04
M (g/mol): 369.4
2S+1: 1
Total energy (a.u.): -1301.13003
Gap between HOMO and LUMO (Eh): 0.2219

Geometry (Å):
1 F -0.018343 -2.445847 0.460803
2 C 0.123263 -1.261538 -0.463891
3 F -0.330505 -1.452597 -1.860132
4 C 0.654768 -0.012112 0.140590
5 F -0.136890 0.577384 1.284099
6 C 1.978573 0.829063 -0.326989
7 C 3.199632 -0.065026 -0.949889
8 C 3.502947 -1.477822 -0.176929
9 C 3.959494 -2.840761 -0.931621
10 C 4.114093 -4.009083 0.159403
11 N 3.881113 -3.828256 1.590229
12 N 3.550652 -2.739849 2.307324
13 C 3.374890 -1.606136 1.406682
14 H 2.344754 1.496811 0.563301
15 H 1.636706 1.583256 -1.185881
16 H 4.184088 0.609573 -0.909251
17 H 2.965821 -0.259042 -2.097538
18 H 4.106321 -2.959293 -2.081015
19 H 4.436720 -5.080345 -0.239551
20 H 3.987768 -4.702985 2.192108
21 H 3.076873 -0.591214 1.964925
22 C 8.193299 0.408820 -2.151254
23 C 7.237503 0.262455 -0.977897
24 C 7.984035 0.247550 0.346408
25 O 6.499899 -0.948964 -1.117989
26 H 8.896080 -0.431000 -2.191423
27 H 7.643203 0.405564 -3.098329
28 H 8.764771 1.339609 -2.081158
29 H 6.516943 1.087583 -0.984993
30 H 8.679441 -0.598029 0.394913
31 H 7.284675 0.129238 1.181077
32 H 8.549266 1.173472 0.491482
33 H 7.131666 -1.687157 -1.112681
34 C -4.746335 1.833760 0.594328
35 C -3.913610 2.894854 1.296029
36 C -3.148854 3.748992 0.297572
37 O -2.991975 2.263112 2.180738
38 H -4.109532 1.154600 0.016368
39 H -5.281495 1.218752 1.325721
40 H -5.476562 2.288601 -0.082242
41 H -4.565624 3.532702 1.902760
42 H -2.455312 3.137795 -0.290973
43 H -2.544421 4.500232 0.817256
44 H -3.831108 4.261302 -0.387943
45 H -2.408890 1.694683 1.650655
46 C -8.038740 -1.473119 0.418600
47 C -8.207898 0.037659 0.392726
48 C -9.620253 0.430301 -0.010268
49 O -7.279474 0.601011 -0.530249
50 H -8.218599 -1.904681 -0.572470
51 H -7.014174 -1.740832 0.698174
52 H -8.728636 -1.935435 1.131459
53 H -7.978907 0.450641 1.381212
54 H -9.856285 0.066281 -1.016610
55 H -9.723890 1.520409 -0.036648
56 H -10.357644 0.025098 0.689681
57 H -7.475298 0.239956 -1.410806

Atomic forces in eV per Å
-0.716 3.827 -3.446
0.198 0.846 1.595
2.522 0.077 4.942
-1.675 -1.220 -1.062
3.094 -2.456 -2.602
-1.311 0.683 -0.594
0.194 -0.136 -0.055
0.871 -3.504 0.623
-1.267 1.133 5.999
-0.453 2.325 -1.295
0.737 -1.447 -2.630
-0.132 2.936 -5.802
-0.028 0.097 -0.103
-0.936 -1.464 -1.547
0.859 -1.529 1.885
-2.077 -1.669 -0.042
0.612 0.071 2.573
-0.222 0.117 2.499
-0.845 2.432 1.432
-0.145 1.565 -1.146
0.729 -2.678 -1.223
-0.111 0.191 -0.306
0.911 -0.126 0.022
-0.144 0.140 0.291
-0.493 -0.466 -0.003
-0.012 0.105 0.156
0.058 0.081 0.149
-0.046 -0.154 -0.030
-0.080 -0.208 -0.032
0.014 0.127 -0.137
0.068 0.098 -0.095
-0.050 -0.160 0.008
-0.165 0.390 -0.015
-0.282 0.136 0.139
0.236 -0.441 -0.576
0.055 0.411 0.050
0.274 -0.074 0.269
0.024 0.132 -0.050
0.025 0.169 -0.133
0.100 -0.190 0.114
0.214 -0.150 0.088
-0.153 -0.081 -0.019
-0.149 -0.061 -0.043
0.113 -0.059 0.036
-0.311 0.252 0.191
0.195 -0.192 0.242
-0.340 -0.370 -0.503
-0.197 0.285 0.141
0.155 0.067 -0.225
-0.129 0.096 0.067
-0.148 0.072 0.039
0.076 0.007 -0.108
0.139 0.066 -0.224
0.052 -0.115 0.119
0.031 -0.163 0.085
0.046 0.045 -0.115
0.013 0.133 0.409

---

2.
Formula: C17H32I2NaO3P
Source: the OMol25 dataset
Level of theory: ωB97M-V with the def2-TZVPD basis set

Output
Charge: 0
E_HOMO (eV): -6.398
Relative energy (zero: lowest compared OMol25 entry of this formula, charge and spin) (kcal per mole): 224.02
M (g/mol): 592.2
2S+1: 1
Total energy (a.u.): -1991.35669
Gap between HOMO and LUMO (Eh): 0.1418

Geometry (Å):
1 C 3.065328 -2.682958 -0.090060
2 C 4.213278 -2.001875 -1.041322
3 C 3.831969 -0.528417 -1.649910
4 C 2.310282 -0.392048 -2.244314
5 C 2.072898 1.033852 -3.016992
6 C 1.898435 2.336201 -2.032281
7 C 1.104515 2.038718 -0.628815
8 C 2.114766 1.697087 0.651843
9 C 1.440136 2.112909 2.089853
10 C 1.285719 0.886415 3.165315
11 C 0.736094 -0.525671 2.544791
12 C -0.923693 -0.646880 2.508410
13 C -1.306572 -1.106494 0.981006
14 C -2.906202 -1.089339 0.628119
15 C -3.552640 0.416717 0.646900
16 I -2.338794 2.259727 0.646438
17 C -5.061728 0.575451 0.636130
18 C -5.705429 2.096703 0.637705
19 I -6.439058 -1.165565 0.619138
20 P -2.973489 -1.674205 -1.229040
21 O -1.599558 -1.352630 -2.005586
22 O -3.219862 -3.418937 -1.359820
23 O -4.255668 -0.920877 -2.139103
24 H 3.192837 -3.863774 -0.210721
25 H 3.198568 -2.477019 1.065918
26 H 1.959764 -2.450344 -0.394691
27 H 4.588689 -2.765426 -1.878485
28 H 5.167267 -1.836223 -0.342691
29 H 4.122286 0.331923 -0.875426
30 H 4.565172 -0.352647 -2.575474
31 H 2.186846 -1.252278 -3.061579
32 H 1.458028 -0.605577 -1.447722
33 H 3.036942 1.244006 -3.683055
34 H 1.182937 0.887575 -3.769129
35 H 1.223311 3.114281 -2.635308
36 H 2.915009 2.921406 -1.827520
37 H 0.246353 1.255164 -0.765911
38 H 0.566903 3.058896 -0.320218
39 H 3.046528 2.427567 0.499205
40 H 2.555690 0.612027 0.614223
41 H 2.160332 2.914336 2.604218
42 H 0.411759 2.668112 1.945503
43 H 0.563361 1.228666 4.027677
44 H 2.363638 0.733420 3.654508
45 H 1.141953 -0.800659 1.482599
46 H 1.096744 -1.398227 3.270681
47 H -1.443871 0.333603 2.879229
48 H -1.321851 -1.514732 3.225051
49 H -0.647596 -0.453097 0.252188
50 H -0.915934 -2.221268 0.851581
51 H -5.240242 2.803033 -0.194831
52 H -5.501244 2.543474 1.705141
53 H -6.876104 2.064697 0.418002
54 H -2.390304 -3.905637 -1.037265
55 H -4.128395 0.074012 -2.062641
56 Na -8.276104 -3.267175 0.268539

Atomic forces in eV per Å
0.134 -1.416 -0.011
0.715 0.271 0.874
0.582 0.187 -0.707
0.093 -0.466 -0.506
0.989 -0.259 -0.076
-0.983 0.525 -0.435
0.275 0.858 0.521
0.266 1.137 -0.615
0.393 0.297 0.556
0.459 0.033 -0.128
-0.541 -0.808 1.232
0.027 -0.942 -0.222
0.103 -0.008 0.100
0.564 2.951 -1.682
-4.187 -3.864 -0.340
-1.020 -1.159 0.085
4.624 2.748 -0.061
-0.844 -0.651 -0.245
1.302 1.400 0.216
4.410 1.208 -2.167
-4.505 -1.211 2.590
0.726 2.042 0.854
1.513 -0.624 1.780
-0.357 2.486 0.356
-0.216 -0.114 -2.455
2.189 -0.268 0.479
-1.177 1.773 1.682
-1.962 -0.404 -1.556
-0.900 -1.924 -1.583
-1.539 -0.315 1.930
0.258 1.786 1.741
1.860 0.637 -1.589
-2.008 -0.526 1.283
1.535 0.507 1.713
1.459 -1.618 1.252
-2.053 -1.545 -0.342
1.768 1.359 0.189
1.136 -2.130 -0.664
-1.906 -1.610 0.273
-1.116 2.024 0.201
-1.596 -1.688 -1.080
1.985 -1.271 0.105
1.396 -0.703 -1.631
-2.340 0.142 -1.072
-0.629 0.819 2.014
-0.576 1.861 -1.544
1.017 -1.726 -0.987
1.023 1.914 -1.395
-1.453 -1.218 1.217
-0.778 2.277 0.258
-0.801 -1.707 1.824
-0.485 -0.752 -2.174
2.552 -0.023 0.668
-1.548 1.533 -0.716
0.055 -1.818 0.086
0.113 -0.008 -0.100

---

3.
Formula: C17H32N2O5PPd
Source: the OMol25 dataset
Level of theory: ωB97M-V with the def2-TZVPD basis set

Output
Charge: +1
E_HOMO (spin up / spin down) (eV): -10.093 / -11.377
Relative energy (zero: lowest compared OMol25 entry of this formula, charge and spin) (kcal per mole): 0.00
M (g/mol): 481.8
2S+1: 3
Total energy (a.u.): -1621.74042
Gap between HOMO and LUMO (spin up / spin down) (Eh): 0.2925 / 0.2655

Geometry (Å):
1 Pd -0.073670 -0.928415 -0.381588
2 C 0.119486 -3.603004 -1.682382
3 N 0.235992 -3.179427 -0.277050
4 C -0.724999 -3.910261 0.551656
5 C 1.617146 -3.395000 0.206435
6 C 2.531695 -2.310245 -0.290541
7 C 3.858165 -2.537143 -0.640988
8 C 4.662724 -1.476995 -1.036359
9 C 4.153123 -0.187350 -1.089692
10 C 2.824360 0.055432 -0.751214
11 C 2.032990 -1.014962 -0.372345
12 H 0.293661 -4.680957 -1.777547
13 H 0.855797 -3.074891 -2.287092
14 H -0.878125 -3.372954 -2.054451
15 H -0.539143 -4.989882 0.515976
16 H -1.735864 -3.717382 0.195002
17 H -0.648938 -3.571105 1.583109
18 H 1.975573 -4.389419 -0.085377
19 H 1.582699 -3.367897 1.298280
20 H 4.261740 -3.542911 -0.602737
21 H 5.694037 -1.660115 -1.306964
22 H 4.786814 0.633758 -1.400468
23 H 2.423875 1.060661 -0.804890
24 C 0.242855 3.788796 1.027659
25 C -0.309748 2.387203 0.984650
26 O -1.189913 2.224502 -0.151488
27 P -0.942679 1.044701 -1.198429
28 O -2.349523 0.972809 -1.945089
29 C -3.546225 0.675848 -1.178744
30 C -4.389491 1.916713 -1.024606
31 O -0.006246 1.580239 -2.350150
32 C -0.335826 2.708434 -3.218099
33 C 0.590678 3.863329 -2.942458
34 H 0.823703 3.918094 1.942054
35 H -0.557137 4.527703 1.020093
36 H 0.904088 3.978985 0.183583
37 H -0.916140 2.178602 1.867615
38 H 0.492389 1.642780 0.941887
39 H -3.259081 0.256099 -0.209412
40 H -4.065794 -0.097502 -1.741578
41 H -3.859704 2.679731 -0.456274
42 H -5.314754 1.669420 -0.502294
43 H -4.649521 2.323215 -2.001439
44 H -1.381886 2.972805 -3.075732
45 H -0.212155 2.328302 -4.230198
46 H 0.419532 4.280556 -1.950872
47 H 0.410492 4.652232 -3.673657
48 H 1.632465 3.555511 -3.025983
49 N -0.483465 -0.406999 5.118398
50 C -1.413111 -0.527887 4.004098
51 C -0.638231 -0.572727 2.694819
52 O -1.182065 -0.831928 1.633798
53 O 0.636765 -0.298111 2.795007
54 H -0.784999 0.266788 5.807396
55 H 0.783244 -0.159664 3.768386
56 H -0.330225 -1.288590 5.589880
57 H -2.059612 0.349441 3.945888
58 H -2.067807 -1.398940 4.042528

Atomic forces in eV per Å
-0.180 -0.248 0.047
0.013 -0.023 0.016
0.102 0.018 0.026
-0.030 -0.013 -0.030
-0.017 -0.047 0.007
0.059 0.101 -0.022
-0.071 -0.053 0.045
0.024 0.014 -0.011
0.014 0.068 -0.005
0.094 -0.196 -0.002
-0.080 0.185 0.064
0.000 -0.001 -0.004
0.006 0.004 0.003
-0.001 -0.012 0.000
0.007 0.002 0.005
0.000 -0.004 -0.005
-0.006 -0.004 -0.001
-0.022 -0.007 0.002
0.012 0.011 0.003
0.014 0.008 -0.007
0.001 0.004 -0.001
0.013 -0.013 0.001
-0.001 0.010 -0.020
0.068 0.026 0.005
-0.026 -0.095 0.009
-0.056 0.217 0.050
0.051 -0.171 -0.286
-0.086 0.192 0.140
0.090 -0.061 -0.060
-0.033 0.010 0.008
0.042 0.123 0.047
-0.009 -0.163 -0.019
0.011 0.064 0.012
-0.009 0.013 0.002
-0.024 -0.012 0.001
-0.005 -0.017 -0.006
-0.002 0.023 0.031
-0.035 0.040 -0.001
-0.023 0.013 0.006
-0.026 0.003 0.009
0.009 -0.002 0.002
0.006 0.004 0.003
0.005 -0.002 -0.001
-0.016 0.038 0.010
-0.013 0.020 -0.002
-0.004 -0.020 -0.014
-0.001 -0.001 -0.004
0.001 -0.018 0.001
0.003 -0.030 -0.014
0.032 0.032 -0.021
-0.110 -0.023 0.083
0.176 0.030 -0.119
-0.013 -0.046 0.029
0.015 0.025 -0.012
0.049 0.014 -0.008
-0.016 0.003 0.011
-0.014 -0.013 0.000
0.012 -0.019 -0.003

---

4.
Formula: C17H32NO5Rb
Source: the OMol25 dataset
Level of theory: ωB97M-V with the def2-TZVPD basis set

Output
Charge: 0
E_HOMO (eV): -5.216
Relative energy (zero: lowest compared OMol25 entry of this formula, charge and spin) (kcal per mole): 21.78
M (g/mol): 415.9
2S+1: 1
Total energy (a.u.): -1121.89095
Gap between HOMO and LUMO (Eh): 0.1762

Geometry (Å):
1 Rb 16.920140 -7.562554 1.413426
2 C 16.980501 -4.231572 -0.335139
3 C 17.699239 -5.140914 -1.362874
4 C 19.196501 -5.046965 -0.917978
5 C 20.096263 -5.934519 -1.737156
6 C 19.557778 -7.360803 -1.834843
7 C 18.032662 -7.537564 -2.092732
8 N 17.307616 -6.531882 -1.296838
9 O 15.896856 -6.689031 -1.169047
10 C 17.729847 -8.979580 -1.588409
11 C 17.755862 -7.424258 -3.601819
12 C 17.563880 -4.475630 -2.733195
13 H 15.924496 -4.200542 -0.615310
14 H 17.302686 -3.197961 -0.462991
15 H 17.120664 -4.609356 0.678283
16 H 19.206124 -5.375707 0.121364
17 H 19.609464 -4.033849 -0.959971
18 H 21.048845 -6.074296 -1.210065
19 H 20.321189 -5.511649 -2.716726
20 H 19.841336 -7.979484 -0.977046
21 H 20.072724 -7.866022 -2.662516
22 H 16.694646 -9.315008 -1.674240
23 H 18.263962 -9.353743 -0.700278
24 H 18.150439 -9.716745 -2.296261
25 H 18.536024 -6.872135 -4.132398
26 H 16.809112 -6.939121 -3.823295
27 H 17.809029 -8.427854 -4.034837
28 H 16.532067 -4.718682 -3.028785
29 H 18.187209 -4.897851 -3.520718
30 H 17.678302 -3.392507 -2.777391
31 C 19.626518 -5.226303 4.718754
32 C 20.820963 -5.151787 3.776939
33 C 20.249483 -5.821851 2.510769
34 O 18.856975 -5.986017 2.682408
35 C 18.419699 -5.173502 3.803290
36 H 19.675369 -4.497338 5.529436
37 H 19.626065 -6.197866 5.214098
38 H 21.732959 -5.602611 4.162723
39 H 21.073869 -4.110782 3.564774
40 H 20.840712 -6.696008 2.230446
41 H 20.451627 -5.113250 1.701394
42 H 17.535671 -5.627912 4.249173
43 H 18.166478 -4.187270 3.402865
44 C 19.560981 -10.266322 2.458444
45 C 19.204718 -10.328663 3.941566
46 C 20.025714 -11.208688 4.879338
47 O 20.158747 -10.363359 6.030420
48 C 19.695168 -9.119709 5.803965
49 O 19.671075 -8.268790 6.632273
50 O 19.292214 -9.005451 4.524788
51 H 19.554960 -11.284495 2.056279
52 H 20.582009 -9.919912 2.305597
53 H 18.794954 -9.733167 1.903734
54 H 18.121705 -10.489396 3.976897
55 H 21.027524 -11.464023 4.539291
56 H 19.455566 -12.081515 5.188588

Atomic forces in eV per Å
-0.368 0.351 -0.844
-0.973 -0.669 -1.206
2.241 1.539 0.306
-0.324 -0.322 -0.261
0.365 -0.949 0.535
-0.198 -0.489 -0.847
0.258 0.482 0.619
-0.247 -0.413 1.962
0.692 -0.434 -0.304
0.068 -1.053 -1.443
0.276 -0.573 -0.401
-1.302 -0.520 -0.791
-0.085 -0.300 0.443
0.521 -0.105 0.306
-0.057 0.208 0.098
0.103 -0.007 0.053
-0.418 0.156 0.054
0.166 0.449 -0.238
-0.146 -0.004 -0.048
-0.063 0.454 0.366
-0.032 0.008 -0.024
-0.267 0.649 0.724
-0.549 0.767 0.432
0.353 0.537 -0.280
0.012 0.154 0.232
-0.188 -0.273 0.141
-0.354 0.087 -0.182
0.078 0.307 -0.181
0.208 -0.020 0.246
0.081 0.036 0.400
0.277 -0.143 0.877
-0.412 0.254 -0.052
1.566 1.470 -0.340
-0.323 -0.582 0.227
0.681 -0.175 -0.467
-0.249 0.203 -0.235
-0.082 -0.067 -0.015
-0.153 -0.272 0.064
-0.083 0.001 -0.033
-0.821 -0.623 0.220
-0.329 -0.113 -0.209
-0.034 -0.059 -0.118
0.075 0.124 0.268
0.376 -1.017 0.603
-0.828 0.910 -1.106
-0.477 0.670 0.387
0.096 -0.378 0.349
0.254 -0.257 0.097
-0.053 0.222 -0.192
0.316 0.081 -0.034
-0.126 -0.032 0.087
-0.163 0.465 -0.102
0.321 0.327 -0.057
0.172 -0.823 0.296
-0.088 -0.052 -0.249
0.236 -0.184 -0.132